Below is the molecule C2H4N4O at a distorted geometry, with properties calculated with ωB97M-V/def2-TZVPD.

For the energy above the lowest of the compared OMol25 structures with the same formula, charge and spin, the calculation gives 300.5 kJ/mol. As for the SMILES: Nc1ncnn1O. As for the maximum force: 3.46 eV/A. The charge is 0. The calculation puts the molecular weight at 100.08 g mol⁻¹. The value obtained for the orbital gap is 0.34598 Eh. As for the spin multiplicity: 1. The HOMO energy comes out at -8.7 eV.

Positions of all 11 atoms, in Å:
N: 1.54549 -1.37354 0.10168
C: 0.36359 -0.61359 -0.06342
N: -0.83517 -1.30987 -0.00436
C: -1.75489 -0.30418 0.07331
N: -1.21774 0.93037 -0.05145
N: 0.10363 0.73884 -0.02464
O: 1.14979 1.73991 -0.06590
H: 2.48096 -0.98860 -0.03096
H: 1.60732 -2.30015 -0.29892
H: -2.92905 -0.33746 0.00073
H: 0.81684 2.31301 0.64841

natural (NBO) charges in e: -0.82, 0.47, -0.51, 0.14, -0.34, 0.05, -0.50, 0.39, 0.41, 0.22, 0.49


Below is a cluster of 12 separate species, C47H69N3O17 in total at a distorted geometry, with properties calculated with ωB97M-V/def2-TZVPD.

As for the SMILES: c1cc[nH]c1.c1cc[nH]c1.c1cc[nH]c1.O=C1CCCO1.O=C1CCCO1.O=C1CCCO1.O=C1CCCO1.O=C1CCCO1.O=C1CCCO1.O=C1CCCO1.O=C1CCCO1.CC(C)=O. As for the maximum force: 6.20 eV/A. The charge is 0. The calculation puts the molecular weight at 948.07 g mol⁻¹. The value obtained for the orbital gap is 0.28274 Eh. As for the spin multiplicity: 1. The HOMO energy comes out at -7.7 eV.

Positions of all 136 atoms, in Å:
C: -2.84954 6.06522 -3.05329
C: -1.93497 7.02652 -3.49704
C: -0.80828 6.36771 -3.92387
N: -0.95185 5.02971 -3.77434
C: -2.21288 4.86196 -3.26373
H: -3.79658 6.30988 -2.59541
H: -2.20438 8.06920 -3.41552
H: 0.16174 6.73927 -4.21950
H: -0.30938 4.27984 -3.98651
H: -2.46756 3.83561 -3.04433
C: -1.57768 -5.51111 4.80340
C: -1.45599 -4.75735 3.62933
C: -2.50030 -3.86036 3.65949
N: -3.27619 -4.12502 4.81679
C: -2.79340 -5.18052 5.51177
H: -0.83219 -6.24671 5.06709
H: -0.67457 -4.66940 2.88902
H: -2.84564 -3.08936 2.98666
H: -4.10785 -3.61729 5.08259
H: -3.08697 -5.39757 6.52819
C: 2.73190 -8.10944 -2.14794
C: 1.69457 -7.30855 -1.58359
C: 1.76834 -6.03943 -2.13344
N: 2.91636 -5.98792 -2.93202
C: 3.44656 -7.24865 -2.98638
H: 3.00740 -9.12760 -1.91589
H: 1.00447 -7.66120 -0.83140
H: 1.16331 -5.15452 -2.00197
H: 3.26151 -5.12036 -3.31714
H: 4.33121 -7.42122 -3.58138
O: 2.36136 2.17267 -4.79732
C: 3.55648 2.41859 -4.98982
C: 4.47675 3.20001 -4.08599
C: 5.83905 2.67675 -4.58201
C: 5.61031 2.48375 -6.11272
O: 4.20223 2.17369 -6.14518
H: 4.39470 4.28580 -4.13536
H: 4.29893 2.91708 -3.04849
H: 6.63569 3.37706 -4.33092
H: 6.01426 1.70964 -4.11076
H: 5.85904 3.41200 -6.62708
H: 6.34013 1.78613 -6.52356
O: 4.93671 0.01546 0.50434
C: 5.63784 0.60346 1.33166
C: 6.43137 -0.09215 2.44445
C: 6.83545 1.04454 3.24213
C: 6.71558 2.31902 2.42021
O: 5.88229 1.92759 1.34598
H: 5.90899 -0.73953 3.14880
H: 7.36341 -0.56406 2.13347
H: 6.17260 0.99768 4.10615
H: 7.86655 0.93791 3.57911
H: 6.31424 3.16334 2.98072
H: 7.66141 2.66328 2.00190
O: -7.06194 -1.34298 1.85371
C: -6.74939 -0.99635 0.70882
C: -7.61490 -0.40831 -0.41797
C: -6.73245 -0.66779 -1.59622
C: -5.32456 -0.48097 -1.03504
O: -5.44152 -0.91890 0.31565
H: -8.61157 -0.84943 -0.40467
H: -7.59077 0.62978 -0.08648
H: -6.80788 -1.66743 -2.02415
H: -6.96873 0.08192 -2.35134
H: -4.62003 -1.03026 -1.65957
H: -5.08663 0.58074 -1.10043
O: -3.71659 -8.79779 -1.84423
C: -4.00861 -7.63956 -1.82141
C: -4.04856 -6.74233 -3.00132
C: -4.07769 -5.37670 -2.27091
C: -4.66829 -5.62052 -0.87063
O: -4.37372 -6.98887 -0.64481
H: -3.12675 -6.76441 -3.58258
H: -4.91753 -6.87615 -3.64559
H: -3.06238 -4.98111 -2.24377
H: -4.69235 -4.62809 -2.77079
H: -4.15901 -4.95047 -0.17798
H: -5.73355 -5.40153 -0.79748
O: -4.16881 2.95033 1.97517
C: -3.36910 2.62475 2.88655
C: -3.45925 1.38260 3.73867
C: -2.57022 1.78139 4.91674
C: -1.63655 2.81285 4.24329
O: -2.39417 3.41879 3.23398
H: -4.43818 1.03238 4.06597
H: -3.08340 0.48170 3.25366
H: -3.17981 2.23796 5.69651
H: -2.04158 0.93007 5.34558
H: -1.24215 3.54742 4.94539
H: -0.81843 2.34125 3.69889
O: 2.91564 7.17889 -1.65137
C: 2.34972 6.82305 -0.63510
C: 1.45667 7.64651 0.30187
C: 0.59368 6.55776 0.80604
C: 1.53732 5.28605 0.82035
O: 2.31745 5.52789 -0.34359
H: 2.09579 8.03726 1.09366
H: 0.93425 8.44989 -0.21752
H: 0.13408 6.81207 1.76114
H: -0.22108 6.24316 0.15388
H: 2.16191 5.26597 1.71342
H: 1.00552 4.33686 0.75451
O: 2.27898 0.86119 5.62221
C: 2.80881 1.20654 6.71682
C: 2.66585 2.51119 7.40217
C: 3.56262 2.44298 8.59653
C: 4.35825 1.18760 8.37758
O: 3.70545 0.47077 7.30532
H: 2.79364 3.38148 6.75845
H: 1.62674 2.39892 7.71160
H: 4.25199 3.28484 8.66081
H: 2.93940 2.40949 9.49016
H: 5.33277 1.41245 7.94416
H: 4.52366 0.58275 9.26915
O: -3.16715 -0.47858 -5.12477
C: -2.57834 -1.46764 -5.53448
C: -1.14022 -1.89065 -5.33691
C: -1.19851 -3.29806 -5.79252
C: -2.27860 -3.29964 -6.77786
O: -3.14730 -2.31127 -6.37796
H: -0.43828 -1.30151 -5.92708
H: -0.92586 -1.77244 -4.27476
H: -0.24469 -3.65963 -6.17669
H: -1.44111 -3.98110 -4.97845
H: -1.81508 -3.06180 -7.73530
H: -2.88615 -4.20375 -6.81751
C: 0.62831 -0.71401 1.01460
C: -0.08345 -0.56559 -0.29835
C: 0.05183 0.75054 -1.00700
O: -0.71600 -1.53327 -0.71535
H: 1.41347 -1.45422 0.86064
H: -0.10981 -1.04142 1.74677
H: 1.00289 0.27620 1.27396
H: 1.12176 0.95801 -1.02449
H: -0.41102 1.54475 -0.42125
H: -0.28508 0.64467 -2.03820

Here are the Mulliken charges for atoms 1 to 99, given in e: -0.31, -0.41, -0.58, 0.14, -0.70, 0.40, 0.37, 0.42, 0.19, 0.49, -0.46, -0.49, -0.54, 0.04, -0.54, 0.37, 0.42, 0.66, 0.19, 0.34, -0.44, -0.39, -0.72, 0.03, -0.42, 0.38, 0.41, 0.56, 0.21, 0.38, -0.59, 0.49, -0.32, -0.56, -0.39, -0.35, 0.28, 0.23, 0.35, 0.27, 0.26, 0.33, -0.62, 0.53, -0.34, -0.31, -0.39, -0.33, 0.28, 0.23, 0.06, 0.34, 0.27, 0.27, -0.65, 0.42, -0.40, -0.50, -0.30, -0.24, 0.31, 0.25, 0.24, 0.32, 0.32, 0.23, -0.55, 0.46, -0.36, -0.37, -0.31, -0.37, 0.22, 0.28, 0.17, 0.33, 0.27, 0.24, -0.67, 0.48, -0.18, -0.55, -0.30, -0.31, 0.29, 0.10, 0.29, 0.34, 0.28, 0.22, -0.64, 0.47, -0.33, -0.52, -0.33, -0.26, 0.26, 0.28, 0.35


Below is a structure of composition C22H49Br3N3O16P at a distorted geometry, with properties calculated with ωB97M-V/def2-TZVPD.

For the energy above the lowest of the compared OMol25 structures with the same formula, charge and spin, the calculation gives 341.0 kJ/mol. As for the maximum force: 4.52 eV/A. The charge is 0. The calculation puts the molecular weight at 882.33 g mol⁻¹. The value obtained for the orbital gap is 0.29820 Eh. As for the spin multiplicity: 1. The HOMO energy comes out at -8.6 eV.

Positions of all 94 atoms, in Å:
C: 10.93003 -5.20132 -16.81641
Br: 12.17405 -5.87953 -15.48185
Br: 11.02144 -5.89370 -18.64880
Br: 11.16425 -3.20194 -16.86571
H: 9.92970 -5.41761 -16.44138
O: 3.25175 -6.27445 -11.92998
P: 4.35805 -7.00107 -11.21493
N: 3.92848 -7.54388 -9.64204
C: 4.73863 -8.42860 -8.80745
C: 2.92388 -6.82812 -8.93926
N: 5.77398 -6.07826 -10.90221
C: 6.15406 -5.14646 -11.88573
C: 6.93094 -6.41390 -10.01902
N: 4.95894 -8.42352 -11.96945
C: 4.08423 -9.59237 -12.13674
C: 6.15105 -8.34183 -12.88744
H: 4.16050 -9.11184 -8.18532
H: 5.29336 -7.84485 -8.07288
H: 5.49711 -9.01091 -9.33062
H: 2.48904 -7.33472 -8.07765
H: 2.10453 -6.39440 -9.51254
H: 3.44275 -5.98402 -8.48500
H: 5.55189 -5.16915 -12.79402
H: 5.92730 -4.16330 -11.47334
H: 7.19541 -5.19399 -12.20422
H: 7.21986 -7.45300 -10.17686
H: 7.83032 -5.83692 -10.23421
H: 6.67779 -6.36149 -8.96012
H: 4.40984 -10.25420 -12.93927
H: 3.93011 -10.14911 -11.21240
H: 3.11013 -9.21659 -12.44981
H: 6.03357 -7.50689 -13.57821
H: 6.24366 -9.18188 -13.57581
H: 7.06845 -8.30283 -12.30011
C: 12.40419 -12.26990 -16.44305
O: 13.54076 -12.45793 -15.60728
C: 13.45587 -12.51701 -14.35784
O: 12.47370 -12.42195 -13.63022
O: 14.78612 -12.76406 -13.97818
C: 15.11340 -12.77495 -12.64186
H: 12.54882 -12.56626 -17.48197
H: 12.13090 -11.21504 -16.41664
H: 11.60384 -12.90012 -16.05528
H: 14.41119 -13.36084 -12.04880
H: 15.14022 -11.80449 -12.14629
H: 16.06017 -13.29242 -12.48710
C: 8.19709 2.33573 -14.44073
O: 9.30453 2.91327 -13.73310
C: 10.35199 3.47940 -14.29721
O: 10.46051 3.90624 -15.41624
O: 11.31639 3.67881 -13.38514
C: 12.65610 4.04285 -13.66759
H: 7.65715 3.07984 -15.02627
H: 7.40334 1.99213 -13.77740
H: 8.51700 1.51961 -15.08858
H: 12.80328 4.92897 -14.28502
H: 13.17649 3.24225 -14.19327
H: 13.29506 4.13984 -12.78985
C: 6.18219 -0.91467 -25.55669
O: 5.89673 -0.08551 -24.42403
C: 6.82942 0.18273 -23.59728
O: 7.98745 -0.22061 -23.64738
O: 6.25502 1.00799 -22.66683
C: 6.85411 1.17416 -21.40460
H: 5.44380 -0.81191 -26.35187
H: 6.29830 -1.95862 -25.26552
H: 7.10619 -0.61265 -26.04975
H: 7.30275 0.29604 -20.94015
H: 6.12189 1.62186 -20.73266
H: 7.65616 1.91227 -21.40382
C: 5.36742 -8.97995 -25.50134
O: 6.37678 -8.24442 -24.93069
C: 7.28177 -7.63589 -25.74305
O: 7.38383 -7.71689 -26.98304
O: 8.15239 -6.95054 -25.01694
C: 9.33124 -6.40095 -25.57748
H: 4.73795 -9.51854 -24.79297
H: 5.92078 -9.70110 -26.10287
H: 4.80566 -8.33124 -26.17342
H: 9.78609 -5.99018 -24.67610
H: 9.23031 -5.58575 -26.29397
H: 9.91222 -7.23242 -25.97649
C: 4.87925 -5.06147 -19.48419
O: 4.79366 -6.48156 -19.17898
C: 3.61323 -7.05801 -18.89036
O: 2.54487 -6.47071 -18.72013
O: 3.80149 -8.41717 -18.77020
C: 2.69999 -9.28016 -18.68657
H: 5.72888 -4.73429 -20.08350
H: 4.96674 -4.55007 -18.52559
H: 3.96838 -4.71228 -19.97049
H: 2.89619 -10.33127 -18.47495
H: 2.02864 -9.38555 -19.53879
H: 2.07273 -8.89840 -17.88102

Mulliken charges in e: -0.31, 0.00, 0.01, -0.04, 0.34, -0.82, 0.29, 0.30, -1.11, -1.09, 0.22, -1.29, -0.93, 0.28, -0.99, -0.89, 0.35, 0.39, 0.32, 0.34, 0.29, 0.37, 0.40, 0.37, 0.42, 0.33, 0.37, 0.23, 0.37, 0.25, 0.34, 0.30, 0.38, 0.22, -0.63, -0.28, 0.78, -0.57, -0.29, -0.69, 0.24, 0.28, 0.31, 0.31, 0.28, 0.26, -0.62, -0.29, 0.76, -0.55, -0.31, -0.67, 0.30, 0.25, 0.28, 0.30, 0.30, 0.26, -0.65, -0.29, 0.78, -0.57, -0.29, -0.66, 0.26, 0.28, 0.31, 0.30, 0.26, 0.29, -0.60, -0.26, 0.75, -0.57, -0.28, -0.62, 0.21, 0.29, 0.27, 0.22, 0.29, 0.31, -0.64, -0.29, 0.75, -0.55, -0.30, -0.66, 0.26, 0.28, 0.30, 0.26, 0.29, 0.29


Below is a structure of composition C15H23BaF5NP at a distorted geometry, with properties calculated with ωB97M-V/def2-TZVPD.

For the energy above the lowest of the compared OMol25 structures with the same formula, charge and spin, the calculation gives 0.0 kJ/mol. As for the maximum force: 2.84 eV/A. The charge is 0. The calculation puts the molecular weight at 480.65 g mol⁻¹. The value obtained for the orbital gap is 0.23139 Eh. As for the spin multiplicity: 1. The HOMO energy comes out at -7.0 eV.

Positions of all 46 atoms, in Å:
C: 0.75677 2.95079 -2.20121
C: -0.52550 2.48154 -1.89812
C: -0.68437 1.44133 -0.95076
C: 0.43294 0.89255 -0.37216
C: 1.70596 1.33525 -0.66719
C: 1.87624 2.40159 -1.57246
C: -2.05372 0.90587 -0.55712
C: -2.04642 -0.62523 -0.31457
N: -2.45557 -1.37101 -1.44085
Ba: -0.50876 -0.48967 1.95870
C: 2.87273 0.63221 -0.00963
P: 2.27323 -1.06393 0.47804
H: -1.41884 2.88799 -2.37790
H: 2.89173 2.75636 -1.77701
H: 0.88313 3.75271 -2.93092
H: 3.19496 1.13052 0.92399
H: 3.74898 0.52322 -0.67167
H: -2.41173 1.41944 0.36809
H: -2.79492 1.13148 -1.33875
H: -0.96525 -0.95515 -0.22526
C: 3.81152 -1.70041 1.21534
C: 2.42025 -1.83825 -1.17364
H: -2.67887 -0.86361 0.56268
C: -1.44230 -1.40367 -2.50160
C: -3.03907 -2.67440 -1.16588
H: 0.29995 -2.21002 3.91141
H: -1.80308 -2.07158 -3.29032
H: -1.29383 -0.39780 -2.91609
H: -0.45869 -1.77256 -2.14629
H: -3.28400 -3.14006 -2.12721
H: -2.35936 -3.34933 -0.60385
H: -3.96853 -2.56373 -0.58906
H: 3.46075 -1.75485 -1.52112
H: 2.14493 -2.89843 -1.09091
H: 1.75511 -1.35680 -1.90040
H: 4.65521 -1.53815 0.53084
H: 3.99527 -1.18763 2.16758
H: 3.68454 -2.77330 1.40600
H: -0.08679 -2.74206 3.43247
F: -3.28017 1.95469 2.89860
C: -1.97373 2.12235 2.51311
F: -1.90313 3.32911 1.86217
C: -1.09438 2.18591 3.72398
F: -1.13819 0.98127 4.43181
F: 0.22284 2.37160 3.35321
F: -1.41783 3.15380 4.59388

Mulliken charges in e: -0.70, -0.81, 0.03, 1.38, -0.44, -0.65, -0.61, -1.22, -0.17, 1.54, -1.34, 0.40, 0.37, 0.41, 0.36, 0.44, 0.48, -0.04, 0.45, 0.38, -1.19, -1.34, 1.06, -1.00, -1.00, 0.08, 0.43, 0.21, 0.24, 0.32, 0.27, 0.32, 0.42, 0.41, 0.29, 0.35, 0.34, 0.37, 0.00, -0.39, 0.08, -0.33, 0.54, -0.25, -0.22, -0.27


Below is the molecule C7H14, with properties calculated with ωB97M-V/def2-TZVPD.

For the energy above the lowest of the compared OMol25 structures with the same formula, charge and spin, the calculation gives 368.8 kJ/mol. As for the maximum force: 0.40 eV/A. The charge is 0. The calculation puts the molecular weight at 98.19 g mol⁻¹. The value obtained for the orbital gap is 0.31550 Eh. As for the spin multiplicity: 1. The HOMO energy comes out at -8.1 eV.

Positions of all 21 atoms, in Å:
C: 2.18672 -0.56023 -0.12406
C: 0.90133 -1.11890 -0.76200
C: -0.16474 0.60535 1.11610
C: 0.44517 1.90618 0.74296
C: -0.36130 -0.25452 -1.02025
C: -1.24677 0.25665 0.18290
C: -2.25966 -0.77848 0.67670
H: 2.98714 -1.29696 -0.26429
H: 2.53481 0.37328 -0.58309
H: 2.07735 -0.38998 0.95184
H: 1.18247 -1.48220 -1.75718
H: 0.60486 -2.00140 -0.18438
H: 1.53709 1.89608 0.82034
H: 0.10015 2.54937 1.56612
H: 0.13457 2.36948 -0.21090
H: -0.10700 0.61055 -1.64228
H: -1.02988 -0.88261 -1.62059
H: -1.78885 1.14577 -0.19341
H: -2.68010 -0.47666 1.64167
H: -1.79608 -1.76014 0.81627
H: -3.09377 -0.88836 -0.02928

natural (NBO) charges in e: -0.62, -0.41, 0.21, -0.80, -0.37, -0.41, -0.60, 0.21, 0.20, 0.23, 0.20, 0.21, 0.24, 0.27, 0.18, 0.21, 0.23, 0.19, 0.22, 0.21, 0.20